Entry 1:
ORCA calculation (wB97M-V/def2-TZVPD) on one molecule with the formula CH4N4S in a non-equilibrium geometry.

Values from the calculation:
Total energy   -657.58757 Ha
Molecular weight   104.14 g mol⁻¹
SMILES string   CN1N=NSN1
Gap between HOMO and LUMO   8.851 eV

Cartesian coordinates (Å):
C: 1.31389 0.18332 -0.40521
N: 0.15884 -0.14221 0.41391
N: -0.40735 0.90135 1.18334
N: -1.60026 0.75363 1.37828
S: -2.36288 -0.65463 0.68465
N: -0.88833 -0.96480 -0.26320
H: 2.10540 -0.51252 -0.14901
H: 1.01922 -0.08790 -1.44849
H: 1.55322 1.22625 -0.17806
H: -0.89174 -0.70248 -1.21621

Entry 2:
ORCA calculation (wB97M-V/def2-TZVPD) on an isolated ion of composition CH4N5 and charge +1 in a non-equilibrium geometry.

Values from the calculation:
Total energy   -313.86716 Ha
Charge   +1
Molecular weight   86.08 g mol⁻¹
SMILES string   C[n+]1nn[nH]n1
Gap between HOMO and LUMO   12.032 eV

Cartesian coordinates (Å):
C: -0.66931 -0.17717 -0.65054
N: 0.55650 0.26703 -0.07643
N: 1.29697 1.12556 -0.67210
N: 2.39395 1.37383 0.37482
N: 2.10437 0.63443 1.24768
N: 0.99701 -0.06757 1.12424
H: -1.24490 -0.39566 0.22405
H: -1.18076 0.57243 -1.13261
H: -0.48809 -1.06267 -1.32909
H: 2.63226 0.26262 2.05246

Entry 3:
ORCA calculation (wB97M-V/def2-TZVPD) on a 2-piece molecular cluster, CH4NO overall.

Values from the calculation:
Total energy   -170.45342 Ha
Charge   -1
Molecular weight   46.05 g mol⁻¹
Gap between HOMO and LUMO   6.441 eV

Cartesian coordinates (Å):
N: 0.59676 0.10544 -0.87456
C: -0.30070 -0.58621 -1.35750
O: -0.01152 0.50856 1.83896
H: -0.11550 -1.54352 -1.92747
H: 0.44307 0.59471 0.95846
H: -0.82985 0.11056 1.52476
H: -1.40632 -0.33304 -1.29188

Entry 4:
ORCA calculation (wB97M-V/def2-TZVPD) on a 2-piece molecular cluster, CH4NO2 overall in a non-equilibrium geometry.

Values from the calculation:
Total energy   -245.70499 Ha
Charge   -1
Molecular weight   62.05 g mol⁻¹
Gap between HOMO and LUMO   6.339 eV

Cartesian coordinates (Å):
O: 1.36893 1.52687 0.70348
H: 0.57174 2.02681 0.90873
C: -1.30717 -0.29212 -0.00268
N: -0.40501 -0.90429 -1.02298
O: -1.36266 -0.74555 1.11332
H: 0.98505 0.75728 0.25631
H: 0.49687 -0.44775 -1.10158
H: -0.34773 -1.92125 -0.85461

Entry 5:
ORCA calculation (wB97M-V/def2-TZVPD) on a 2-piece molecular cluster, CH4NO2 overall in a non-equilibrium geometry.

Values from the calculation:
Total energy   -245.62930 Ha
Molecular weight   62.05 g mol⁻¹
Spin multiplicity   2
Gap between HOMO and LUMO (spin up / spin down)   10.250 / 9.252 eV

Cartesian coordinates (Å):
O: 1.39731 1.65935 -0.99306
H: 0.41187 1.83896 -0.86215
C: -0.35717 -0.56046 -0.09208
N: 0.27084 -1.20038 1.14140
O: -1.62811 -0.23172 -0.16334
H: 1.28202 0.71787 -0.66995
H: -0.42703 -1.65829 1.69684
H: 0.82659 -0.55412 1.64906

Entry 6:
ORCA calculation (wB97M-V/def2-TZVPD) on a 2-piece molecular cluster, CH4NO2P overall in a non-equilibrium geometry.

Values from the calculation:
Total energy   -587.00610 Ha
Molecular weight   93.02 g mol⁻¹
Gap between HOMO and LUMO (spin up / spin down)   7.842 / 7.839 eV

Cartesian coordinates (Å):
C: 0.93120 0.24588 0.05939
N: 1.67110 -0.54266 0.76437
O: 0.87968 1.07000 -0.75390
O: -0.97078 0.28344 1.11512
P: -1.85168 0.92374 -0.05596
H: 2.61888 -0.82506 0.60410
H: 1.11085 -1.18005 1.31250
H: -0.99121 1.96634 -0.30205
H: -1.39945 0.20616 -1.08488

Entry 7:
ORCA calculation (wB97M-V/def2-TZVPD) on CH4NO2S as an isolated structure in a non-equilibrium geometry.

Values from the calculation:
Total energy   -643.88409 Ha
Charge   -1
Molecular weight   94.11 g mol⁻¹
Gap between HOMO and LUMO   7.407 eV

Cartesian coordinates (Å):
C: -1.26496 -0.46679 0.85669
N: -1.38009 0.59675 0.15472
O: 1.58918 -1.17560 -0.54865
O: 1.72578 1.11033 0.12457
S: 1.89569 0.16789 -1.04311
H: -1.83840 -1.25085 0.50188
H: -0.59822 -0.86286 1.64765
H: 3.54156 -0.19617 -1.31615
H: -0.79368 1.35609 0.43955

Entry 8:
ORCA calculation (wB97M-V/def2-TZVPD) on a 2-piece molecular cluster, CH4NO2S overall in a non-equilibrium geometry.

Values from the calculation:
Total energy   -643.79993 Ha
Charge   -1
Molecular weight   94.11 g mol⁻¹
Gap between HOMO and LUMO (spin up / spin down)   7.219 / 7.208 eV

Cartesian coordinates (Å):
C: 0.80431 0.33219 0.42896
N: -1.28595 -0.94374 -2.48500
O: 0.23581 1.97642 -1.61864
O: -1.54891 1.55558 0.04590
S: -0.53166 0.96646 -0.84931
H: 1.50166 -0.18631 -0.12369
H: 1.32228 1.13279 0.90469
H: 0.22067 -0.31257 1.19548
H: -0.91868 -0.39270 -3.17650

> What is the formula in the third record?

CH4NO

> What is the molecular weight in the seventh record?

94.11 g mol⁻¹